The following is a DFT calculation (ωB97M-V with the def2-TZVPD basis set) of a structure of composition C40H49IN6O2SSbSr.

Geometry as ORCA input:
```
! wB97M-V def2-TZVPD RIJCOSX def2/J DEFGRID3
* xyz -1 1
I -3.320 2.733 3.407
Sb 1.652 0.556 -1.972
Sr -1.045 0.669 0.434
S -2.658 1.826 -1.908
O -1.906 -1.550 -0.007
O -0.361 2.951 -0.152
N 0.455 1.699 2.335
N -1.158 -0.586 2.715
N -3.860 0.864 1.224
N 0.186 -3.531 1.737
N -4.308 -0.140 -3.115
N 4.080 -7.038 2.846
C 2.823 2.426 -1.822
C -4.546 -0.034 0.508
C -0.420 -0.022 3.840
C -3.620 -3.271 2.720
C 2.201 -5.342 2.303
C 0.870 -5.682 2.516
C 3.200 -1.032 -1.894
C 4.291 -1.076 -2.962
C 2.511 -4.084 1.799
C 3.247 -6.285 2.602
C -0.373 4.019 0.549
C -3.465 -3.294 -0.033
C 0.834 0.379 -4.012
C 4.169 2.422 -2.537
C 2.435 -2.356 -1.933
C -4.410 -4.150 2.020
C 3.038 2.628 -0.319
C -4.314 -4.148 0.616
C 0.818 0.725 3.350
C -0.774 6.435 0.667
C 1.845 0.010 -5.092
C -5.480 0.646 2.976
C 1.984 3.593 -2.340
C 0.048 4.082 1.919
C -6.164 -0.308 2.235
C -2.745 -2.363 2.094
C -1.948 -1.555 2.988
C -5.701 -0.641 0.975
C -0.221 -0.724 -3.894
C -4.345 1.194 2.404
C -0.350 6.484 2.007
C 0.050 5.314 2.600
C 1.461 -3.218 1.538
C 3.875 -0.889 -0.528
C 0.130 1.677 -4.403
C -0.099 -4.738 2.213
C 0.445 2.929 2.690
C -0.781 5.259 -0.034
C -3.635 0.672 -2.624
C -2.645 -2.345 0.660
H -0.111 -0.804 4.545
H 2.219 -1.006 -4.966
H 4.624 3.416 -2.445
H -1.119 5.220 -1.063
H 2.696 0.694 -5.123
H -4.144 -0.280 -0.466
H 3.584 3.566 -0.156
H -5.082 -4.826 2.533
H -5.814 0.958 3.955
H 2.437 4.530 -1.992
H 0.839 2.450 -4.699
H 4.867 1.708 -2.098
H 2.085 2.696 0.207
H 2.024 -2.552 -2.925
H -1.154 -4.954 2.352
H 1.651 -2.226 1.142
H -4.925 -4.833 0.038
H 3.154 -0.767 0.285
H -0.515 2.060 -3.610
H -1.007 -0.463 -3.184
H -1.105 7.345 0.178
H -1.058 0.685 4.382
H 1.966 3.624 -3.429
H -0.705 -0.868 -4.867
H 3.623 1.823 0.132
H 3.898 -1.331 -3.944
H 4.474 -1.786 -0.318
H 3.113 -3.184 -1.689
H 0.378 5.320 3.636
H 5.018 -1.854 -2.693
H 1.604 -2.382 -1.225
H 4.550 -0.033 -0.498
H -7.050 -0.777 2.643
H 3.536 -3.792 1.616
H 4.836 -0.138 -3.051
H 0.603 -6.656 2.903
H 1.348 0.051 -6.069
H 0.960 3.563 -1.965
H -6.200 -1.375 0.359
H -3.667 -3.260 3.806
H 4.071 2.201 -3.602
H 0.764 3.177 3.715
H 0.207 -1.683 -3.591
H -3.401 -3.278 -1.115
H -0.345 7.417 2.555
H 1.519 0.006 2.911
H -2.045 -1.863 4.041
H 1.315 1.194 4.211
H -0.515 1.472 -5.266
*
```

Summary:
* HOMO-LUMO gap: 6.471 eV
* electronic energy: -2999.66869 Ha
* lowest unoccupied orbital energy: 1.6442 eV
* max |F|: 0.81 eV Å⁻¹
* HOMO level: -4.83 eV